[1]
A structure of composition C33H88F3O16SV, computed with ωB97M-V with the def2-TZVPD basis set.

```
! wB97M-V def2-TZVPD RIJCOSX def2/J DEFGRID3
* xyz 1 2
O -1.60710 -2.83512 1.62000
V -2.30093 -1.54699 2.24341
C -0.03483 0.70168 -1.14384
F -1.30356 1.08858 -1.21768
F 0.12440 -0.32302 -1.96535
F 0.77108 1.66910 -1.52286
S 0.34790 0.10992 0.61801
O -0.90708 -0.46762 1.11269
O 1.39677 -0.88074 0.49299
O 0.75361 1.26362 1.41562
C 0.28339 -3.71663 -1.19965
C -0.86325 -4.73219 -1.18509
O -1.05130 -5.28827 -2.46212
C -0.25628 -6.45896 -2.72387
C -0.56673 -6.90176 -4.13222
H 0.37696 -3.18542 -0.24845
H 1.26745 -4.14674 -1.38063
H 0.07461 -2.95045 -1.94649
H -0.62020 -5.44548 -0.38731
H -1.81507 -4.29593 -0.87979
H 0.78165 -6.21470 -2.47979
H -0.56663 -7.21210 -1.98844
H -0.09733 -7.85114 -4.39008
H -0.23401 -6.15357 -4.85031
H -1.64048 -7.06756 -4.21459
C 3.69545 1.37426 -2.38752
C 3.44810 0.65852 -3.70455
C 4.16224 1.42435 -4.83678
O 4.02408 -0.65192 -3.68854
H 3.21690 2.35781 -2.41495
H 4.75772 1.62704 -2.30352
H 3.37192 0.88136 -1.47110
H 2.39412 0.59719 -3.97177
H 3.79268 2.44141 -4.98525
H 3.96926 0.90619 -5.77751
H 5.23634 1.41125 -4.65379
H 4.90598 -0.54628 -3.31414
C 5.43025 -0.90623 0.68247
C 4.68133 -0.88016 1.99441
C 4.22185 0.50721 2.42360
O 3.53523 -1.73854 1.98230
H 6.03781 -1.80534 0.54970
H 6.20491 -0.13328 0.67881
H 4.79200 -0.77629 -0.19348
H 5.34081 -1.27066 2.77211
H 4.97715 1.28290 2.28269
H 4.01365 0.45086 3.49446
H 3.31729 0.83104 1.90680
H 3.02112 -1.54618 1.18136
C 0.72129 -4.87722 4.21823
C 1.75623 -4.15245 3.36711
C 2.10237 -4.88991 2.08302
O 1.19680 -2.86982 3.00576
H 0.50763 -4.32751 5.13647
H 1.07542 -5.86829 4.49645
H -0.20770 -4.96176 3.65007
H 2.65596 -3.99288 3.96619
H 2.67372 -5.77278 2.38065
H 2.68551 -4.24535 1.42751
H 1.21735 -5.18585 1.51770
H 1.93100 -2.25310 2.81560
C -1.02418 -0.84983 6.13586
C -0.48465 -0.31094 4.81935
C 1.02000 -0.11668 4.79753
O -0.81091 -1.36508 3.82473
H -2.06158 -1.18928 6.09161
H -1.06709 -0.05498 6.88813
H -0.42794 -1.67154 6.52993
H -1.01323 0.58478 4.50183
H 1.50692 -0.94751 5.31403
H 1.32651 0.78045 5.33091
H 1.34759 -0.11757 3.75775
H -0.00189 -1.95747 3.72732
C 3.16691 3.74902 0.55983
C 2.95777 5.05959 -0.18893
C 1.83851 5.06681 -1.20004
O 2.79518 6.08838 0.79289
H 3.61210 3.03310 -0.13578
H 2.25556 3.29879 0.95858
H 3.85385 3.77960 1.40571
H 3.91152 5.28152 -0.68347
H 1.88127 4.21300 -1.88278
H 1.87097 5.94848 -1.84319
H 0.85004 5.02340 -0.73962
H 2.87176 6.95555 0.38397
C -3.95486 1.37631 4.78952
C -4.15424 1.05485 3.31320
C -4.63388 2.28417 2.55667
O -2.91187 0.56830 2.76446
H -3.67392 0.46341 5.32498
H -4.88448 1.72742 5.23404
H -3.13100 2.07146 4.95166
H -4.91336 0.27771 3.18022
H -4.69632 2.12145 1.48018
H -3.96018 3.12558 2.73109
H -5.61049 2.59597 2.92632
H -2.26621 1.33131 2.73132
C -1.94828 4.26328 -1.32556
C -2.75596 4.91628 -2.42549
O -3.72911 5.79042 -1.82041
H -1.49966 4.98354 -0.64425
H -1.12621 3.73572 -1.81643
H -2.53375 3.52287 -0.78243
H -3.30525 4.15731 -2.99335
H -2.17116 5.52343 -3.11983
H -4.23555 6.19291 -2.53200
C -0.36878 4.54551 3.14187
C -1.54896 3.84046 2.52903
O -1.41572 2.41199 2.67116
H -0.33003 4.44071 4.22900
H -0.42765 5.62307 2.96761
H 0.59796 4.21952 2.75732
H -1.64176 4.08812 1.46689
H -2.51172 4.14717 2.93943
H -0.50723 2.19856 2.35352
C -2.08688 -1.57141 -5.18617
C -1.64568 -2.54273 -4.13252
O -2.59612 -3.59159 -4.05449
H -2.96364 -0.99324 -4.89020
H -2.30081 -2.03185 -6.15350
H -1.32762 -0.83876 -5.47610
H -1.59454 -2.01901 -3.16258
H -0.65225 -2.96531 -4.32254
H -2.22184 -4.30931 -3.51482
C -1.18923 1.62479 -3.97521
C -1.70113 2.61649 -4.98570
O -0.81640 3.72278 -5.17365
H -0.29641 1.09015 -4.31494
H -1.96186 0.94209 -3.62867
H -0.78593 2.17347 -3.11441
H -2.65347 3.03661 -4.66125
H -1.85837 2.13401 -5.95730
H 0.05177 3.34841 -5.36502
C -4.14025 -2.68687 -1.42061
C -3.28630 -1.57006 -0.83757
O -3.63403 -1.39514 0.57864
H -3.93995 -2.77844 -2.49411
H -5.19649 -2.39482 -1.42902
H -4.02916 -3.66423 -0.95946
H -3.52486 -0.63882 -1.34834
H -2.23045 -1.82727 -0.83690
H -4.52026 -1.00841 0.59580
*
```

The HOMO energy (alpha / beta) comes out at -11.78 / -11.78 eV. As for the max |F|: 4.79 eV/A. As for the expectation value of S²: 0.80.

Mulliken atomic charge list, values in e, 8 entries: number 1, O, carries -0.404; number 2, V, carries 0.402; number 3, C, carries -0.745; number 4, F, carries -0.207; number 5, F, carries -0.149; number 6, F, carries 0.495; number 7, S, carries 0.647; number 8, O, carries 1.658

[2]
A cluster of 2 separate species, C4H10NO2 in total, computed with ωB97M-V with the def2-TZVPD basis set.

```
! wB97M-V def2-TZVPD RIJCOSX def2/J DEFGRID3
* xyz 1 1
C 0.73320 2.03997 -0.26578
C 0.16237 0.76996 -0.03821
C -0.92545 -0.85863 1.56295
C 0.68629 -1.43565 -1.69419
N -0.84408 0.47058 0.92201
O 1.41993 0.85972 0.36469
O -0.20292 -0.33260 -1.60267
H 1.29161 2.24229 -1.18892
H 0.22624 2.88420 0.29026
H -1.40257 -1.56678 0.77870
H 0.09003 -1.22973 1.71531
H -1.50616 -0.71996 2.45199
H 0.55599 -2.21256 -0.99616
H 1.72319 -0.93955 -1.75825
H 0.42776 -1.74910 -2.77271
H -0.65567 1.15988 1.66505
H -1.77974 0.61795 0.56595
*
```

For the relative energy (zero: lowest compared OMol25 entry of this formula, charge and spin), the calculation gives 593.1 kJ/mol. The HOMO energy comes out at -14.08 eV. As for the max |F|: 6.97 eV/A.

Mulliken atomic charge list, values in e, 8 entries: number 1, C, carries -0.588; number 2, C, carries 0.655; number 3, C, carries -0.820; number 4, C, carries -0.590; number 5, N, carries -0.051; number 6, O, carries -0.361; number 7, O, carries -0.434; number 8, H, carries 0.303

[3]
A cluster of 2 separate species, C7H7BF3IN2O9S in total, computed with ωB97M-V with the def2-TZVPD basis set.

```
! wB97M-V def2-TZVPD RIJCOSX def2/J DEFGRID3
* xyz -2 1
O 2.69197 -1.22742 1.60911
C 2.09561 -0.74077 0.73111
F 1.67032 0.48989 0.66163
N 1.67325 -1.55201 -0.41051
C 2.77558 -1.58512 -1.29673
O 3.73510 -0.90355 -1.29326
F 2.63572 -2.60342 -2.17820
C 0.42566 -1.21019 -1.14922
F 0.70446 -0.32387 -2.19886
C -0.08476 -2.50387 -1.81969
N -1.49590 -2.26080 -2.12295
C -1.98544 -1.42365 -1.05866
O -3.14390 -1.33612 -0.78405
C -0.80901 -0.67325 -0.36225
I -0.87467 -1.29463 1.67199
C -1.10880 0.82431 -0.67242
B -2.13420 1.66428 0.22263
O -3.25168 1.09868 0.77354
O -1.94387 3.02124 0.37655
H 0.03229 -3.37034 -1.17447
H 0.43178 -2.62773 -2.76716
H -1.55097 -1.69087 -2.96363
H -0.19898 1.42077 -0.71787
H -1.51989 0.80490 -1.69167
H -3.53966 1.62927 1.52781
H -2.20117 3.52477 -0.40384
O 2.59300 3.06246 2.75360
S 1.39725 2.57533 3.50543
O 1.78222 1.43179 4.38507
O 0.36905 2.09665 2.51901
O 0.82964 3.68328 4.32798
*
```

The HOMO energy comes out at 0.47 eV. As for the max |F|: 1.99 eV/A.

Mulliken atomic charge list, values in e, 8 entries: number 1, O, carries -0.463; number 2, C, carries 0.390; number 3, F, carries -0.064; number 4, N, carries 0.056; number 5, C, carries 0.600; number 6, O, carries -0.449; number 7, F, carries -0.242; number 8, C, carries 1.502

[4]
A structure of composition C36H45N3O2P2RhS2Se2, computed with ωB97M-V with the def2-TZVPD basis set.

```
! wB97M-V def2-TZVPD RIJCOSX def2/J DEFGRID3
* xyz 1 1
Rh -0.61444 1.06349 1.18213
O -0.05844 -1.00301 3.47053
C -0.90784 -1.49281 4.48023
C -2.19364 -0.66031 4.47493
C -3.09224 -1.14251 5.65193
O -4.30984 -0.45061 5.73183
C -1.88564 0.82149 4.71083
Se -0.61324 1.79269 3.53963
C -3.02394 -0.90501 3.21453
Se -2.21244 -0.71201 1.43373
H 0.79096 -1.45471 3.51333
H -0.42514 -1.41511 5.46413
H -1.15264 -2.54621 4.28643
H -2.53434 -1.07591 6.59263
H -3.35424 -2.19051 5.48093
H -4.18604 0.37519 6.21213
H -1.46254 0.94579 5.71173
H -2.81754 1.39399 4.66843
H -3.89634 -0.24791 3.24903
H -3.38624 -1.93721 3.22753
C 2.93046 -2.75921 -5.54877
S 4.16356 -2.70191 -4.22197
C 3.81906 -1.03651 -3.57437
C 2.58406 -1.00261 -2.68777
C 2.48566 0.35109 -1.98707
N 1.38586 0.41879 -1.04437
P -0.21784 0.96329 -1.37217
C -0.04044 1.62479 -3.07257
C 0.34776 2.95419 -3.21817
C 0.57986 3.47599 -4.47937
C 0.40226 2.68319 -5.60167
C -0.03424 1.37459 -5.46237
C -0.26264 0.84499 -4.20377
C -1.20344 -0.53961 -1.71307
C -2.54724 -0.32251 -2.01757
C -3.41884 -1.38941 -2.11387
C -2.95454 -2.67921 -1.90407
C -1.62214 -2.90001 -1.60197
C -0.74984 -1.83201 -1.48967
P 1.57986 0.23349 0.63943
C 2.28196 -1.45021 0.83393
C 3.62936 -1.75801 0.66183
C 4.05796 -3.06691 0.80993
C 3.16196 -4.07211 1.14033
C 1.82196 -3.76981 1.32173
C 1.38616 -2.46661 1.15683
C 2.92936 1.35369 1.11293
C 3.05486 2.58609 0.47553
C 3.97366 3.51349 0.92983
C 4.73996 3.24029 2.05363
C 4.59196 2.03109 2.71543
C 3.69536 1.08729 2.24633
H 3.14576 -3.64181 -6.13937
H 3.02686 -1.86951 -6.16477
H 1.93526 -2.83151 -5.12097
H 3.71636 -0.36281 -4.42637
H 4.70566 -0.75481 -3.00687
H 2.64536 -1.79511 -1.93817
H 1.68606 -1.17511 -3.28487
H 2.35816 1.14169 -2.73507
H 3.41556 0.54769 -1.44137
H 0.46546 3.57009 -2.33597
H 0.89876 4.50049 -4.59337
H 0.60356 3.08379 -6.58547
H -0.19474 0.76539 -6.33977
H -0.60934 -0.17401 -4.09987
H -2.88634 0.69149 -2.19627
H -4.46134 -1.22211 -2.34207
H -3.63314 -3.51251 -1.99167
H -1.26044 -3.90461 -1.44377
H 0.28786 -1.99881 -1.23927
H 4.34686 -0.98831 0.41283
H 5.10236 -3.30271 0.67993
H 3.51286 -5.08601 1.25963
H 1.11646 -4.53981 1.59863
H 0.33776 -2.21841 1.27863
H 2.41846 2.80659 -0.37257
H 4.07886 4.46199 0.42453
H 5.44056 3.97699 2.42063
H 5.16706 1.83399 3.60983
H 3.57856 0.13829 2.75393
S -1.86994 3.22779 0.40243
C -3.43004 2.65299 0.55963
N -4.33944 2.64379 -0.42117
C -5.58594 2.04389 0.01383
C -5.42724 2.05539 1.54193
N -3.98734 2.18579 1.69493
H -4.10584 2.79299 -1.38737
H -5.67434 1.02399 -0.37607
H -6.44074 2.62949 -0.32427
H -5.79474 1.14009 2.00703
H -5.94234 2.91589 1.98553
H -3.56284 2.39859 2.58343
*
```

For the relative energy (zero: lowest compared OMol25 entry of this formula, charge and spin), the calculation gives 304.1 kJ/mol. The HOMO energy (alpha / beta) comes out at -9.51 / -9.50 eV. As for the max |F|: 1.91 eV/A.

Mulliken atomic charge list, values in e, 8 entries: number 1, Rh, carries -0.293; number 2, O, carries -0.022; number 3, C, carries -1.482; number 4, C, carries 2.364; number 5, C, carries -1.464; number 6, O, carries -0.533; number 7, C, carries -1.804; number 8, Se, carries -0.260

[5]
A structure of composition C4HCl2N3O2S2, computed with ωB97M-V with the def2-TZVPD basis set.

```
! wB97M-V def2-TZVPD RIJCOSX def2/J DEFGRID3
* xyz 0 1
C 0.04125 -0.87563 -0.17259
C 0.42509 0.31664 0.39633
C 1.77255 0.19013 0.98845
C 0.50284 2.37677 1.20998
N -0.10370 1.53876 0.53250
N 2.30207 -1.00725 0.86063
N 2.23555 1.31942 1.45785
O -0.41474 4.80694 1.35250
O 1.90574 4.37010 2.06846
S 1.29765 -1.99757 0.04175
S 0.81027 4.09790 1.20505
Cl 3.54354 1.62219 2.44218
Cl 1.44631 4.36343 -0.72373
H -0.85121 -1.11604 -0.71199
*
```

The HOMO energy comes out at -8.80 eV. As for the max |F|: 3.51 eV/A.

Mulliken atomic charge list, values in e, 8 entries: number 1, C, carries -0.368; number 2, C, carries 0.284; number 3, C, carries 0.643; number 4, C, carries 0.351; number 5, N, carries -0.386; number 6, N, carries -0.623; number 7, N, carries -0.297; number 8, O, carries -0.484

[6]
A structure of composition C23H47AlF5NO12P, computed with ωB97M-V with the def2-TZVPD basis set.

```
! wB97M-V def2-TZVPD RIJCOSX def2/J DEFGRID3
* xyz -1 1
C -0.09945 -3.55436 0.33314
C 1.28475 -2.91612 0.53426
C 2.02560 -2.64511 -0.77902
C 2.05073 -1.18970 -1.27896
C 2.26687 -0.13045 -0.19857
C 1.01760 0.47038 0.51294
C -0.35696 0.15993 -0.07316
Al -1.97146 1.08637 0.71193
C -3.46740 -0.24963 0.91446
C -4.45822 -0.03311 2.07735
C -5.91478 0.14051 1.62020
C -6.68840 -1.12186 1.36853
F -6.57880 -1.99995 2.40136
F -8.02648 -0.80394 1.26134
C -6.36865 -1.91278 0.07551
F -5.27947 -2.67209 0.21823
F -7.39300 -2.73832 -0.23438
F -6.19026 -1.07853 -0.95983
C -2.63038 2.53344 -0.57282
N -4.10507 2.44185 -0.84210
C -4.43700 2.07805 -2.21531
P -1.46314 2.27057 2.75391
O 0.00225 2.45217 2.96865
O -2.17812 3.75218 2.76431
O -2.16746 1.71368 4.11984
H -0.00520 -4.63653 0.30982
H -0.55540 -3.20248 -0.58550
H -0.75089 -3.30561 1.16504
H 1.19916 -2.02451 1.14380
H 1.87872 -3.62030 1.11627
H 3.04297 -3.02657 -0.72133
H 1.53993 -3.24742 -1.54880
H 2.88817 -1.11903 -1.97380
H 1.17017 -0.98612 -1.87862
H 2.82977 0.68867 -0.64324
H 2.93215 -0.56814 0.54685
H 1.14366 1.54726 0.56258
H 1.03406 0.15455 1.55451
H -0.36236 0.44744 -1.12866
H -0.55355 -0.91113 -0.05414
H -3.04316 -1.25177 0.93624
H -4.01549 -0.15566 -0.02069
H -4.42860 -0.88552 2.75184
H -4.22375 0.85838 2.64882
H -5.95774 0.77638 0.74213
H -6.47474 0.63909 2.41033
H -2.40539 3.54291 -0.22119
H -2.07062 2.43553 -1.50757
H -4.49011 3.35810 -0.66834
H -4.58997 2.94185 -2.86914
H -3.64366 1.47672 -2.64739
H -5.35159 1.48534 -2.24891
H -1.57241 4.30188 2.25047
H -1.64000 0.97488 4.44201
C -1.38397 6.73795 4.19944
O -1.36756 7.59693 3.04786
C -1.16025 8.87739 3.30928
O -0.99289 9.37211 4.39474
O -1.16651 9.54813 2.15142
C -0.94969 10.95088 2.28854
H -1.56459 5.73369 3.83482
H -0.42681 6.77638 4.71483
H -2.18268 7.02957 4.87825
H 0.02160 11.14899 2.73822
H -1.73095 11.40459 2.89579
H -0.98106 11.35579 1.28122
C 5.50228 -3.64514 2.47495
O 5.10329 -4.22722 1.23098
C 6.03337 -4.96176 0.63244
O 7.14388 -5.18237 1.04089
O 5.51904 -5.41656 -0.51063
C 6.39658 -6.22111 -1.29584
H 4.64243 -3.08321 2.82517
H 5.76219 -4.41974 3.19373
H 6.34906 -2.97758 2.33008
H 6.69067 -7.12101 -0.75916
H 7.28144 -5.65797 -1.58906
H 5.82839 -6.49541 -2.17972
C 3.08577 -3.05118 -7.79161
O 3.92653 -3.84405 -6.94945
C 4.11591 -3.32516 -5.73361
O 3.65757 -2.28985 -5.33403
O 4.90125 -4.15286 -5.04620
C 5.16176 -3.73057 -3.70290
H 3.02013 -3.58718 -8.73366
H 2.09559 -2.94407 -7.35380
H 3.52152 -2.06712 -7.95191
H 4.23748 -3.66814 -3.13166
H 5.66549 -2.76592 -3.69451
H 5.81168 -4.47921 -3.26452
*
```

For the relative energy (zero: lowest compared OMol25 entry of this formula, charge and spin), the calculation gives 0.0 kJ/mol. The HOMO energy comes out at -4.60 eV. As for the max |F|: 0.98 eV/A.

Mulliken atomic charge list, values in e, 8 entries: number 1, C, carries -1.630; number 2, C, carries 0.115; number 3, C, carries -0.429; number 4, C, carries -0.371; number 5, C, carries -1.070; number 6, C, carries -0.778; number 7, C, carries 0.545; number 8, Al, carries -0.643

Question: The highest max |F| belongs to which entry?
Answer: C4H10NO2